1.
Below is C33H37ClCuO2Si2 as an isolated structure, with properties calculated with ωB97M-V/def2-TZVPD.

As for the gap between HOMO and LUMO (spin up / spin down): 5.61 / 4.91 eV. Its electronic energy is -111823.701 eV. The multiplicity is 2.

Geometry as XYZ:
```
76
Properties=species:S:1:pos:R:3:mulliken_spin:R:1
C -1.233 -4.185 2.031 0.010
C 0.135 -4.130 1.633 -0.004
C 0.851 -3.383 2.622 -0.002
H 0.571 -4.624 0.765 0.001
C -0.100 -2.924 3.597 0.018
C -1.377 -3.451 3.237 -0.001
H -2.286 -3.379 3.832 -0.002
H -2.016 -4.764 1.547 -0.001
H 1.925 -3.217 2.642 0.001
H 0.124 -2.327 4.479 0.002
Cu -0.448 -2.021 1.676 0.124
Si -1.969 1.590 -1.430 -0.027
C -1.054 1.287 -3.055 0.006
C -0.210 2.238 -3.630 0.004
H -0.129 3.233 -3.189 0.000
C 0.569 1.904 -4.740 -0.002
H 1.268 2.636 -5.147 0.000
C 0.471 0.635 -5.314 0.004
H 1.100 0.365 -6.163 0.000
C -0.448 -0.286 -4.801 -0.003
H -0.554 -1.272 -5.257 0.000
C -1.239 0.058 -3.698 0.000
H -2.001 -0.638 -3.329 0.002
C -0.933 0.454 -0.175 0.063
C -0.097 -0.621 -0.581 -0.023
H -0.002 -0.826 -1.647 0.040
C 0.851 -1.254 0.293 0.189
H 1.594 -1.931 -0.120 -0.045
C 1.071 -0.710 1.643 0.103
H 1.945 -0.910 2.248 -0.061
C -0.151 -0.057 2.154 0.266
H -0.177 0.218 3.206 -0.018
C -0.936 0.700 1.229 0.046
H -1.527 1.536 1.603 0.028
H -3.176 0.856 -0.868 0.116
Si 0.898 0.695 0.578 0.115
C 1.711 2.129 1.639 0.016
C 3.055 1.993 1.971 0.002
H 3.653 1.175 1.562 -0.002
C 3.670 2.939 2.805 0.006
H 4.728 2.844 3.048 0.000
C 2.918 3.999 3.329 -0.002
H 3.387 4.725 3.995 0.000
C 1.564 4.123 2.999 0.002
H 0.970 4.944 3.402 0.001
C 0.960 3.187 2.146 -0.004
H -0.090 3.318 1.879 -0.001
C 2.051 1.311 -0.874 0.024
C 2.792 0.408 -1.641 -0.009
H 2.763 -0.667 -1.451 -0.002
C 3.616 0.872 -2.675 0.001
H 4.193 0.156 -3.263 0.000
C 3.699 2.238 -2.949 -0.002
H 4.354 2.610 -3.738 0.000
C 2.918 3.139 -2.215 0.001
H 2.959 4.207 -2.429 0.000
C 2.071 2.662 -1.211 -0.001
H 1.446 3.379 -0.674 0.000
H -3.217 1.714 -2.073 0.044
Cl -1.642 3.522 -0.763 0.001
C -3.239 -0.721 3.018 0.007
O -2.757 -1.151 1.745 -0.012
C -3.739 -1.921 1.047 0.003
C -3.226 -2.207 -0.343 0.001
O -1.899 -2.707 -0.241 -0.012
C -1.406 -3.252 -1.461 0.005
H -3.546 -1.583 3.635 0.000
H -2.424 -0.188 3.520 -0.006
H -4.103 -0.048 2.888 0.000
H -3.915 -2.869 1.586 0.000
H -4.678 -1.345 0.996 0.004
H -3.872 -2.963 -0.821 0.001
H -3.220 -1.276 -0.943 -0.016
H -1.925 -4.199 -1.687 0.001
H -1.556 -2.553 -2.302 -0.002
H -0.332 -3.438 -1.326 -0.001
```

=====

2.
Below is an isolated ion of composition C7H9N4S and charge +1, with properties calculated with ωB97M-V/def2-TZVPD.

As for the gap between HOMO and LUMO: 6.94 eV. Its SMILES is C1=[N+]=NC[C@H]1CNc1nccs1. Its electronic energy is -24191.491 eV. As for the total charge: +1.

Geometry as XYZ:
```
21
Properties=species:S:1:pos:R:3:nbo_charge:R:1
C 1.039 0.891 -0.779 0.325
N 1.013 1.914 0.142 -0.210
N 1.453 1.558 1.241 0.042
C 1.904 0.200 1.258 -0.328
C 1.656 -0.326 -0.170 -0.372
C 0.842 -1.635 -0.321 -0.194
N -0.452 -1.586 0.308 -0.581
C -1.343 -0.625 0.029 0.264
N -1.074 0.425 -0.711 -0.438
C -2.079 1.335 -0.771 -0.038
C -3.197 0.942 -0.123 -0.407
S -2.980 -0.609 0.622 0.461
H 1.004 1.113 -1.831 0.249
H 1.364 -0.309 2.060 0.259
H 2.962 0.195 1.547 0.270
H 2.608 -0.510 -0.685 0.285
H 0.735 -1.825 -1.395 0.221
H 1.407 -2.455 0.122 0.245
H -0.772 -2.382 0.841 0.432
H -1.945 2.250 -1.309 0.247
H -4.144 1.439 -0.075 0.271
```

=====

3.
Below is one molecule with the formula C3H6N2OS2, with properties calculated with ωB97M-V/def2-TZVPD.

As for the gap between HOMO and LUMO: 8.60 eV. Its SMILES is NC(=O)[C@@H](S)C(N)=S. Its electronic energy is -29907.106 eV.

Geometry as XYZ:
```
14
Properties=species:S:1:pos:R:3:nbo_charge:R:1
N -2.397 -0.459 -1.214 -0.808
C -1.481 -0.598 -0.223 0.671
O -1.694 -1.319 0.740 -0.631
C -0.226 0.223 -0.394 -0.472
S -0.500 1.839 0.516 0.018
C 1.065 -0.418 0.102 0.127
N 1.026 -1.130 1.194 -0.766
S 2.475 -0.086 -0.719 -0.189
H -2.473 0.308 -1.860 0.400
H -3.323 -0.882 -1.116 0.404
H -0.087 0.557 -1.402 0.266
H -0.664 1.251 1.705 0.128
H 0.091 -1.332 1.581 0.430
H 1.865 -1.524 1.644 0.421
```

=====

4.
Below is C21H31F5N4RuSeSi as an isolated structure, with properties calculated with ωB97M-V/def2-TZVPD.

As for the gap between HOMO and LUMO (spin up / spin down): 6.66 / 5.92 eV. Its electronic energy is -117628.192 eV. The multiplicity is 2. As for the total charge: +1.

Geometry as XYZ:
```
64
Properties=species:S:1:pos:R:3:nbo_charge:R:1
Ru -0.103 0.167 0.380 0.912
C -2.031 3.432 1.513 -0.645
C -2.522 2.605 0.361 0.266
C -3.812 2.729 -0.129 -0.282
C -4.210 1.925 -1.197 -0.104
C -3.328 1.028 -1.756 -0.310
C -2.029 0.951 -1.226 0.396
N -1.659 1.747 -0.192 -0.498
N -1.064 0.087 -1.598 -0.940
Si -0.976 -0.643 -3.185 1.784
C 0.772 -1.310 -3.465 -1.120
C -1.282 0.716 -4.457 -1.120
C -2.200 -2.069 -3.380 -1.128
H -1.832 4.454 1.186 0.240
H -1.112 3.007 1.915 0.212
H -2.780 3.485 2.302 0.241
H -4.498 3.422 0.335 0.233
H -5.224 1.987 -1.570 0.233
H -3.631 0.354 -2.543 0.231
H 1.538 -0.708 -2.975 0.212
H 0.980 -1.276 -4.537 0.259
H 0.893 -2.349 -3.156 0.239
H -0.599 1.554 -4.307 0.241
H -2.298 1.105 -4.405 0.245
H -1.123 0.328 -5.465 0.252
H -2.238 -2.692 -2.485 0.245
H -1.901 -2.701 -4.219 0.251
H -3.211 -1.717 -3.586 0.242
C 1.937 -2.007 1.871 -0.427
N 1.544 -1.514 0.548 -0.418
C 0.893 -2.612 -0.193 -0.430
C 2.690 -0.989 -0.211 -0.243
C 3.099 0.386 0.282 -0.240
N 1.974 1.318 0.164 -0.446
C 1.909 1.924 -1.180 -0.426
C 2.030 2.388 1.167 -0.424
H 2.558 -2.904 1.774 0.209
H 1.048 -2.269 2.445 0.225
H 2.494 -1.252 2.421 0.210
H 1.595 -3.436 -0.369 0.198
H 0.521 -2.244 -1.144 0.224
H 0.055 -2.989 0.390 0.235
H 2.377 -0.912 -1.252 0.223
H 3.540 -1.678 -0.159 0.218
H 3.965 0.734 -0.291 0.221
H 3.402 0.341 1.329 0.216
H 2.762 2.592 -1.350 0.201
H 0.986 2.496 -1.272 0.229
H 1.912 1.154 -1.948 0.212
H 2.899 3.036 1.010 0.205
H 2.085 1.966 2.169 0.221
H 1.132 2.999 1.088 0.220
F 0.162 -0.470 7.262 -0.265
C -0.317 -0.565 6.039 0.283
C -1.531 -1.204 5.810 0.278
F -2.212 -1.698 6.830 -0.267
C -2.018 -1.316 4.520 0.379
F -3.175 -1.928 4.307 -0.287
C -1.314 -0.797 3.437 -0.360
Se -1.934 -0.995 1.669 0.052
C -0.121 -0.144 3.701 0.331
F 0.559 0.399 2.657 -0.332
C 0.391 -0.023 4.974 0.268
F 1.546 0.600 5.180 -0.283
```

=====

ΔE to the lowest compared entry with this formula, charge and spin values (in eV) by entry order: 8.508 1.595 0.219 0.041.